Below is a molecular structure, C4H6O2, with properties calculated with wB97M-V/def2-TZVPD.

Its total energy is -306.43563 Eh. As for the frontier orbital gap: 10.65 eV. The calculation puts the LUMO energy at 0.899 eV. As for the energy above the lowest of the compared OMol25 structures with the same formula, charge and spin: 44.3 kcal per mole. The calculation puts the highest occupied orbital energy at -9.75 eV.

Last column: Mulliken charge in e.
Element x y z (Å)
O: -1.197 1.869 1.342  -0.467
C: -0.259 1.117 1.454  -0.176
C: -0.127 -0.155 0.650  0.303
C: -0.566 -0.117 -0.818  -0.535
C: 0.820 -0.730 -1.059  -0.286
O: 1.232 -0.439 0.291  -0.426
H: 0.571 1.312 2.165  0.333
H: -0.557 -0.989 1.227  0.270
H: -0.667 0.906 -1.189  0.210
H: -1.441 -0.707 -1.100  0.295
H: 1.475 -0.258 -1.798  0.259
H: 0.798 -1.812 -1.234  0.220

***

Below is a molecular structure, C27H17CrN3O5 in a non-equilibrium geometry, with properties calculated with wB97M-V/def2-TZVPD.

Its total energy is -2623.39032 Eh. As for the frontier orbital gap (spin up / spin down): 3.26 / 4.11 eV. The calculation puts the LUMO energy (spin up / spin down) at -4.396 / -7.417 eV. As for the expectation value of S²: 3.79. As for the energy above the lowest of the compared OMol25 structures with the same formula, charge and spin: 71.7 kcal per mole. As for the spin multiplicity: 4. Its net charge is +1. The calculation puts the highest occupied orbital energy (spin up / spin down) at -7.66 / -11.53 eV.

Last column: Mulliken charge in e.
Element x y z (Å)
O: 3.318 0.651 4.398  -0.359
C: 3.204 0.590 3.231  0.412
Cr: 3.098 0.201 1.400  -0.208
C: 2.128 -1.300 1.974  0.500
O: 1.563 -2.227 2.436  -0.415
C: 4.630 -0.927 1.730  0.450
O: 5.416 -1.696 2.070  -0.279
C: 4.077 1.366 -0.098  -0.679
C: 3.403 2.247 0.759  -0.680
C: 2.060 2.054 1.051  -0.635
C: 1.350 0.964 0.522  0.083
C: 0.090 0.616 1.232  0.740
C: -0.951 0.339 1.810  -2.016
C: -2.352 0.074 2.136  2.979
C: -2.925 -1.225 1.556  -0.061
C: -1.914 -2.175 1.284  -0.026
C: -2.214 -3.520 1.256  -0.667
C: -3.521 -3.931 1.517  -0.496
C: -4.549 -2.991 1.791  -0.856
C: -4.277 -1.617 1.621  -0.230
C: -3.289 1.228 2.079  -0.146
C: -2.941 2.380 1.340  -0.617
C: -3.818 3.471 1.328  -0.665
C: -5.018 3.412 2.034  -0.640
C: -5.349 2.268 2.788  -1.415
C: -4.457 1.189 2.850  -0.264
C: 1.995 0.150 -0.457  0.291
C: 3.344 0.356 -0.754  -0.697
H: 5.156 1.477 -0.272  0.512
H: 3.939 3.059 1.250  0.486
H: 1.522 2.708 1.741  0.567
H: -0.933 -1.802 0.997  0.243
H: -1.395 -4.220 0.990  0.417
H: -3.769 -4.993 1.543  0.389
H: -5.552 -3.338 2.052  0.468
H: -5.118 -0.898 1.445  0.557
H: -2.094 2.305 0.628  0.333
H: -3.543 4.342 0.716  0.404
H: -5.672 4.290 2.035  0.395
H: -6.305 2.208 3.311  0.411
H: -4.785 0.273 3.383  0.806
H: 1.444 -0.648 -0.970  0.569
H: 3.857 -0.295 -1.472  0.464
N: -2.309 -0.232 3.646  0.223
C: -1.306 -1.094 3.923  -1.037
N: -1.353 -1.750 5.169  -0.509
C: -2.501 -1.219 5.660  -0.123
N: -2.873 -1.603 6.922  0.912
O: -3.993 -1.242 7.341  -0.533
O: -2.100 -2.262 7.623  -0.480
C: -3.108 -0.320 4.758  0.099
H: -0.559 -1.268 3.226  1.197
H: -4.023 0.181 4.996  0.824

***

Below is a single C20H30N4O7S molecule in a non-equilibrium geometry, with properties calculated with wB97M-V/def2-TZVPD.

Its total energy is -1923.99318 Eh. As for the frontier orbital gap: 8.77 eV. The calculation puts the LUMO energy at 0.561 eV. As for the energy above the lowest of the compared OMol25 structures with the same formula, charge and spin: 65.2 kcal per mole. The SMILES is COc1ccc(S(=O)(=O)N2CCO[C@H]2CNC(=O)C(=O)NCCN2CCOCC2)cc1C. The calculation puts the highest occupied orbital energy at -8.21 eV.

Last column: Mulliken charge in e.
Element x y z (Å)
C: 5.910 0.690 1.438  -0.910
H: 6.988 0.783 1.318  0.255
O: 5.463 -0.022 0.308  -0.501
C: 4.135 -0.259 0.163  1.098
C: 3.165 0.111 1.089  -0.965
C: 1.831 -0.169 0.844  -1.214
C: 1.477 -0.815 -0.319  -0.250
C: 2.432 -1.195 -1.245  -0.580
C: 3.768 -0.927 -1.021  0.874
C: 4.830 -1.315 -2.000  -1.683
H: 5.557 -1.971 -1.523  0.335
H: 5.366 -0.430 -2.337  0.342
H: 4.397 -1.821 -2.858  0.394
H: 2.105 -1.687 -2.147  0.426
S: -0.228 -1.180 -0.644  1.852
O: -1.048 -0.234 0.065  -0.202
O: -0.435 -1.376 -2.043  -0.952
N: -0.360 -2.683 0.083  0.026
C: -0.522 -2.720 1.527  -0.564
H: 0.467 -2.699 1.994  0.395
C: -1.245 -4.056 1.763  -0.441
H: -2.278 -3.905 2.099  0.284
O: -1.219 -4.726 0.515  -0.528
C: -1.132 -3.763 -0.502  0.009
C: -2.525 -3.337 -1.034  -0.932
N: -3.122 -2.289 -0.255  -0.027
C: -3.380 -1.060 -0.731  0.429
O: -3.448 -0.739 -1.900  -0.667
C: -3.596 -0.057 0.404  0.496
O: -3.552 -0.391 1.578  -0.735
N: -3.813 1.171 -0.069  -0.011
H: -3.814 1.251 -1.079  0.310
C: -3.842 2.364 0.736  -0.753
C: -3.079 3.540 0.095  -1.106
N: -1.667 3.393 -0.165  0.129
C: -0.876 2.931 0.962  -0.013
C: 0.596 3.182 0.629  -0.975
H: 1.246 2.826 1.430  0.383
O: 0.989 2.490 -0.534  -0.251
C: 0.182 2.864 -1.628  -0.995
C: -1.304 2.626 -1.349  0.014
H: -1.890 2.979 -2.200  0.506
H: -1.458 1.548 -1.215  -0.151
H: 0.513 2.256 -2.471  0.376
H: 0.343 3.931 -1.852  0.397
H: 0.751 4.263 0.485  0.413
H: -1.154 3.499 1.852  0.503
H: -1.019 1.855 1.145  -0.120
H: -3.558 3.795 -0.855  0.420
H: -3.194 4.396 0.770  0.395
H: -4.881 2.684 0.889  0.390
H: -3.419 2.102 1.709  0.418
H: -3.128 -2.349 0.757  0.202
H: -2.423 -2.948 -2.049  0.480
H: -3.160 -4.230 -1.037  0.354
H: -0.569 -4.214 -1.330  0.346
H: -0.730 -4.695 2.483  0.325
H: -1.102 -1.859 1.875  0.290
H: 1.063 0.125 1.540  0.579
H: 3.435 0.625 1.997  0.391
H: 5.695 0.151 2.365  0.342
H: 5.464 1.688 1.483  0.349

***

Below is a molecular structure, C4H14N3Os in a non-equilibrium geometry, with properties calculated with wB97M-V/def2-TZVPD.

Its total energy is -415.26343 Eh. As for the frontier orbital gap (spin up / spin down): 5.55 / 7.74 eV. The calculation puts the LUMO energy (spin up / spin down) at -4.036 / -5.326 eV. As for the expectation value of S²: 6.03. As for the energy above the lowest of the compared OMol25 structures with the same formula, charge and spin: 12.9 kcal per mole. As for the spin multiplicity: 5. Its net charge is +1. The calculation puts the highest occupied orbital energy (spin up / spin down) at -9.59 / -13.07 eV.

Last column: Mulliken charge in e.
Element x y z (Å)
C: -0.035 -2.631 0.652  -0.614
Os: -0.898 1.861 0.264  0.547
N: 0.717 2.305 -0.859  -0.780
H: -1.126 0.660 -0.627  -0.019
H: 0.508 2.960 -1.613  0.371
H: 0.989 -2.770 0.369  0.276
H: -0.725 -3.233 0.020  0.254
H: -0.284 -1.594 0.396  -0.099
H: -0.269 -2.714 1.729  0.192
H: 1.463 2.712 -0.289  0.370
H: 1.184 1.492 -1.311  0.359
C: -1.980 2.147 4.567  -0.850
N: -1.694 0.773 4.118  0.062
C: -1.809 -0.258 5.165  -0.759
C: -1.418 0.517 2.872  0.226
N: -1.350 0.703 1.680  -0.423
H: -2.305 2.108 5.611  0.307
H: -2.756 2.636 3.970  0.326
H: -1.103 2.792 4.498  0.318
H: -2.495 -1.067 4.896  0.326
H: -0.851 -0.734 5.388  0.323
H: -2.173 0.228 6.074  0.285

***

Below is 3 unconnected molecules or ions with the total composition C9H20BrN2O9P, with properties calculated with wB97M-V/def2-TZVPD.

Its total energy is -4057.03029 Eh. As for the frontier orbital gap: 9.47 eV. The calculation puts the LUMO energy at -0.158 eV. The SMILES is NP(O)OC(=O)NBr.CCOC(=O)OC.CCOC(=O)OC. The calculation puts the highest occupied orbital energy at -9.63 eV.

Last column: Mulliken charge in e.
Element x y z (Å)
N: 6.946 -1.605 6.341  -0.530
P: 6.597 -1.031 4.763  0.240
O: 6.414 -2.463 3.987  -0.491
O: 4.976 -0.734 4.951  -0.208
C: 3.973 -1.569 4.534  0.617
O: 3.575 -1.615 3.414  -0.406
N: 3.388 -2.255 5.620  -0.392
Br: 3.702 -4.088 5.642  -0.002
H: 7.318 -2.549 6.347  0.243
H: 7.644 -1.002 6.765  0.279
H: 7.265 -2.858 3.788  0.308
H: 3.731 -1.870 6.491  0.357
C: 1.340 0.661 2.286  -1.012
C: 1.598 -0.455 1.299  -0.069
O: 0.664 -0.406 0.200  -0.347
C: 0.947 0.472 -0.753  0.667
O: 1.903 1.202 -0.800  -0.565
O: -0.019 0.409 -1.677  -0.258
C: 0.138 1.334 -2.756  -0.662
H: 0.302 0.640 2.620  0.296
H: 1.992 0.545 3.150  0.254
H: 1.534 1.633 1.832  0.303
H: 1.440 -1.427 1.758  0.257
H: 2.617 -0.423 0.918  0.314
H: 1.126 1.242 -3.202  0.324
H: -0.013 2.354 -2.407  0.314
H: -0.626 1.075 -3.482  0.164
C: -6.296 2.701 -5.480  -1.074
C: -6.971 1.684 -4.587  -0.189
O: -6.223 0.458 -4.518  -0.371
C: -5.190 0.469 -3.677  0.783
O: -4.856 1.389 -2.974  -0.562
O: -4.589 -0.717 -3.742  -0.354
C: -3.441 -0.848 -2.895  -0.383
H: -6.113 2.277 -6.468  0.290
H: -6.931 3.580 -5.589  0.349
H: -5.342 3.014 -5.057  0.306
H: -7.939 1.391 -4.989  0.287
H: -7.119 2.074 -3.580  0.312
H: -3.683 -0.590 -1.867  0.301
H: -2.633 -0.211 -3.250  0.035
H: -3.143 -1.889 -2.958  0.272

***

Below is a molecular structure, C13H34FNO5Pd in a non-equilibrium geometry, with properties calculated with wB97M-V/def2-TZVPD.

Its total energy is -1174.06736 Eh. As for the frontier orbital gap (spin up / spin down): 7.85 / 5.39 eV. The calculation puts the LUMO energy (spin up / spin down) at -0.790 / -1.909 eV. As for the expectation value of S²: 2.03. As for the energy above the lowest of the compared OMol25 structures with the same formula, charge and spin: 122.3 kcal per mole. As for the spin multiplicity: 3. The calculation puts the highest occupied orbital energy (spin up / spin down) at -8.64 / -7.30 eV.

Last column: Mulliken charge in e.
Element x y z (Å)
Pd: 1.296 0.677 2.549  0.700
C: -2.794 -0.278 -1.741  -1.691
C: -1.935 -1.092 -2.804  1.502
C: -2.182 -0.349 -4.161  -1.261
C: -1.263 -0.818 -5.336  -0.685
C: 0.215 -0.658 -4.876  -1.270
C: 0.544 -1.387 -3.534  1.344
N: -0.480 -1.007 -2.502  0.469
O: -0.062 -1.430 -1.198  -0.508
C: 1.934 -0.847 -3.135  -1.652
C: 0.699 -2.910 -3.842  -1.596
C: -2.574 -2.472 -2.890  -1.696
H: -3.860 -0.421 -1.920  0.393
H: -2.656 0.802 -1.784  0.372
H: -2.528 -0.740 -0.790  0.421
H: -2.107 0.735 -4.078  0.402
H: -3.193 -0.508 -4.536  0.420
H: -1.492 -0.318 -6.277  0.436
H: -1.452 -1.852 -5.628  0.309
H: 0.389 0.416 -4.814  0.397
H: 0.901 -0.972 -5.662  0.508
H: 1.915 0.197 -2.821  0.405
H: 2.636 -0.986 -3.958  0.398
H: 2.477 -1.388 -2.361  0.360
H: 1.065 -3.378 -2.928  0.420
H: 1.403 -3.049 -4.663  0.389
H: -0.196 -3.443 -4.161  0.284
H: -3.662 -2.413 -2.886  0.453
H: -2.240 -3.119 -2.078  0.351
H: -2.339 -2.977 -3.827  0.326
F: 4.247 1.794 1.774  -0.711
C: -0.150 4.144 0.279  -0.561
O: -0.707 3.306 1.299  -0.452
H: -0.944 4.476 -0.390  0.258
H: 0.339 5.056 0.621  0.278
H: 0.596 3.574 -0.275  0.223
H: -1.468 3.757 1.671  0.257
C: 3.997 -3.037 4.163  -0.527
O: 2.822 -2.230 4.409  -0.469
H: 4.197 -2.936 3.097  0.222
H: 4.851 -2.879 4.822  0.238
H: 3.659 -4.061 4.322  0.251
H: 2.291 -2.620 5.107  0.289
C: 1.872 4.606 5.266  -0.621
O: 1.865 3.181 5.472  -0.448
H: 2.023 5.167 6.189  0.291
H: 2.691 4.937 4.627  0.277
H: 0.919 4.992 4.903  0.219
H: 2.299 3.045 6.318  0.286
C: -2.310 0.548 6.077  -0.537
O: -1.808 -0.183 4.973  -0.478
H: -3.356 0.336 6.298  0.294
H: -1.711 0.243 6.934  0.220
H: -2.212 1.623 5.925  0.203
H: -2.462 -0.852 4.758  0.299

***

- Among the records above, which one has the highest total energy?
  C4H6O2

***

What did the third record say?
Below is a single C20H30N4O7S molecule in a non-equilibrium geometry, with properties calculated with wB97M-V/def2-TZVPD.

Its total energy is -1923.99318 Eh. As for the frontier orbital gap: 8.77 eV. The calculation puts the LUMO energy at 0.561 eV. As for the energy above the lowest of the compared OMol25 structures with the same formula, charge and spin: 65.2 kcal per mole. The SMILES is COc1ccc(S(=O)(=O)N2CCO[C@H]2CNC(=O)C(=O)NCCN2CCOCC2)cc1C. The calculation puts the highest occupied orbital energy at -8.21 eV.

Last column: Mulliken charge in e.
Element x y z (Å)
C: 5.910 0.690 1.438  -0.910
H: 6.988 0.783 1.318  0.255
O: 5.463 -0.022 0.308  -0.501
C: 4.135 -0.259 0.163  1.098
C: 3.165 0.111 1.089  -0.965
C: 1.831 -0.169 0.844  -1.214
C: 1.477 -0.815 -0.319  -0.250
C: 2.432 -1.195 -1.245  -0.580
C: 3.768 -0.927 -1.021  0.874
C: 4.830 -1.315 -2.000  -1.683
H: 5.557 -1.971 -1.523  0.335
H: 5.366 -0.430 -2.337  0.342
H: 4.397 -1.821 -2.858  0.394
H: 2.105 -1.687 -2.147  0.426
S: -0.228 -1.180 -0.644  1.852
O: -1.048 -0.234 0.065  -0.202
O: -0.435 -1.376 -2.043  -0.952
N: -0.360 -2.683 0.083  0.026
C: -0.522 -2.720 1.527  -0.564
H: 0.467 -2.699 1.994  0.395
C: -1.245 -4.056 1.763  -0.441
H: -2.278 -3.905 2.099  0.284
O: -1.219 -4.726 0.515  -0.528
C: -1.132 -3.763 -0.502  0.009
C: -2.525 -3.337 -1.034  -0.932
N: -3.122 -2.289 -0.255  -0.027
C: -3.380 -1.060 -0.731  0.429
O: -3.448 -0.739 -1.900  -0.667
C: -3.596 -0.057 0.404  0.496
O: -3.552 -0.391 1.578  -0.735
N: -3.813 1.171 -0.069  -0.011
H: -3.814 1.251 -1.079  0.310
C: -3.842 2.364 0.736  -0.753
C: -3.079 3.540 0.095  -1.106
N: -1.667 3.393 -0.165  0.129
C: -0.876 2.931 0.962  -0.013
C: 0.596 3.182 0.629  -0.975
H: 1.246 2.826 1.430  0.383
O: 0.989 2.490 -0.534  -0.251
C: 0.182 2.864 -1.628  -0.995
C: -1.304 2.626 -1.349  0.014
H: -1.890 2.979 -2.200  0.506
H: -1.458 1.548 -1.215  -0.151
H: 0.513 2.256 -2.471  0.376
H: 0.343 3.931 -1.852  0.397
H: 0.751 4.263 0.485  0.413
H: -1.154 3.499 1.852  0.503
H: -1.019 1.855 1.145  -0.120
H: -3.558 3.795 -0.855  0.420
H: -3.194 4.396 0.770  0.395
H: -4.881 2.684 0.889  0.390
H: -3.419 2.102 1.709  0.418
H: -3.128 -2.349 0.757  0.202
H: -2.423 -2.948 -2.049  0.480
H: -3.160 -4.230 -1.037  0.354
H: -0.569 -4.214 -1.330  0.346
H: -0.730 -4.695 2.483  0.325
H: -1.102 -1.859 1.875  0.290
H: 1.063 0.125 1.540  0.579
H: 3.435 0.625 1.997  0.391
H: 5.695 0.151 2.365  0.342
H: 5.464 1.688 1.483  0.349

***

- Which formula does entry 3 have?
  C20H30N4O7S

***

- What is the total energy in the third record?
  -1923.99318 Eh